Record 1
Computed, not measured: a cluster of 9 separate species, C30H74BrIN4O13P in total at a distorted geometry, with wB97M-V/def2-TZVPD.

Geometry as XYZ:
```
124
C30H74BrIN4O13P wB97M-V/def2-TZVPD
C 2.320 -5.430 1.745
C 1.589 -4.388 0.865
C 0.856 -3.279 1.681
C 0.651 -2.018 0.802
N 1.636 -0.947 1.078
C 1.436 0.096 0.101
N 0.377 1.023 0.626
C 0.126 2.019 -0.313
N -0.970 2.705 -0.151
C -1.918 2.431 0.947
C -2.718 1.107 0.714
C -3.069 0.361 2.042
C -4.571 -0.082 1.985
C -4.800 -1.551 1.565
C -4.285 -1.906 0.152
O -3.484 -3.101 0.256
C -3.195 -3.631 -0.968
C -1.741 -4.073 -1.197
O -3.982 -3.785 -1.832
N 0.899 2.339 -1.425
P 0.167 1.811 -2.944
C -1.396 2.772 -3.336
O -0.428 0.241 -2.793
C 2.361 1.951 -1.314
Br 2.895 1.177 -3.094
C 3.200 3.272 -1.072
C 3.603 3.946 -2.399
O 4.677 3.893 -2.784
I 2.102 4.998 -3.541
C 2.693 0.966 -0.182
C 3.897 0.015 -0.471
O 4.510 -0.319 0.764
C 4.727 -1.714 0.953
C 4.437 -2.025 2.464
H 1.584 -5.874 2.435
H 3.172 -4.994 2.286
H 2.651 -6.242 1.078
H 2.259 -3.883 0.147
H 0.835 -4.928 0.269
H -0.150 -3.669 1.923
H 1.347 -3.069 2.644
H -0.368 -1.597 0.953
H 0.738 -2.329 -0.251
H 1.514 -0.572 2.017
H 1.074 -0.293 -0.864
H 0.818 1.503 1.424
H -1.221 3.462 -0.774
H -2.677 3.231 0.922
H -1.438 2.482 1.932
H -3.581 1.280 0.058
H -2.043 0.429 0.161
H -2.467 -0.563 2.108
H -2.826 0.942 2.945
H -5.140 0.606 1.334
H -4.997 0.062 2.995
H -5.889 -1.722 1.603
H -4.374 -2.200 2.346
H -3.721 -1.098 -0.343
H -5.161 -2.122 -0.480
H -1.658 -5.167 -1.187
H -1.325 -3.654 -2.121
H -1.153 -3.670 -0.357
H -1.526 2.909 -4.415
H -2.259 2.169 -2.955
H -1.429 3.750 -2.829
H -1.317 0.230 -3.189
H 4.128 2.957 -0.572
H 2.584 3.916 -0.427
H 2.952 1.497 0.756
H 4.676 0.492 -1.095
H 3.508 -0.846 -1.042
H 4.048 -2.353 0.372
H 5.783 -1.998 0.799
H 4.254 -1.087 3.008
H 3.520 -2.626 2.553
H 5.245 -2.598 2.940
C 3.603 -2.509 -3.435
O 2.250 -2.437 -2.979
H 4.156 -3.186 -2.786
H 3.629 -2.890 -4.458
H 4.061 -1.517 -3.394
H 1.779 -1.835 -3.566
C 1.098 1.043 4.637
O 1.645 1.659 3.459
H 0.025 0.925 4.501
H 1.553 0.063 4.789
H 1.284 1.675 5.504
H 2.594 1.755 3.600
C 5.433 -6.075 -4.183
O 5.762 -5.478 -2.932
H 4.435 -5.750 -4.472
H 6.151 -5.759 -4.944
H 5.446 -7.163 -4.089
H 6.647 -5.779 -2.699
C 2.918 2.068 8.653
O 2.945 1.486 7.350
H 1.891 2.064 9.008
H 3.538 1.485 9.338
H 3.282 3.097 8.613
H 3.861 1.496 7.052
C -5.648 2.028 -2.954
O -4.412 1.345 -3.194
H -5.432 3.076 -2.768
H -6.296 1.945 -3.827
H -6.147 1.603 -2.082
H -4.626 0.420 -3.358
C -3.280 0.834 5.939
O -2.066 0.120 5.716
H -3.038 1.872 6.158
H -3.907 0.790 5.044
H -3.815 0.402 6.787
H -2.301 -0.795 5.525
C -8.978 4.140 -1.515
O -8.188 3.819 -2.657
H -8.741 3.433 -0.723
H -8.753 5.153 -1.172
H -10.040 4.062 -1.758
H -8.411 4.452 -3.347
C 1.603 5.320 -7.888
O 2.840 4.623 -7.839
H 1.144 5.155 -8.859
H 0.935 4.946 -7.106
H 1.776 6.391 -7.750
H 3.224 4.788 -6.971
```

Results
HOMO energy, eV: -10.522
Largest force on an atom, eV/Å: 3.9
Net charge: +1

Record 2
Computed, not measured: a cluster of 13 separate species, C4H36N2O12 in total at a distorted geometry, with wB97M-V/def2-TZVPD.

Geometry as XYZ:
```
54
C4H36N2O12 wB97M-V/def2-TZVPD
C -0.308 -1.002 1.179
C 0.254 0.024 0.161
C 0.860 1.225 0.894
C 1.222 3.618 0.636
N 0.352 2.484 0.343
N -1.475 -1.806 0.775
H 0.425 -1.744 1.428
H -0.434 -0.500 2.202
H -0.455 0.373 -0.615
H 1.088 -0.558 -0.317
H 0.678 1.093 1.958
H 1.952 1.209 0.706
H 2.157 3.432 0.073
H 1.463 3.745 1.745
H 0.679 4.552 0.518
H -0.602 2.699 0.692
H -2.039 -1.245 0.132
H -1.101 -2.560 0.212
H -0.785 -2.868 -2.885
H -1.264 -3.734 -1.585
O -0.549 -3.280 -2.052
H 1.799 -0.141 4.790
H 2.550 0.335 3.600
O 1.927 0.663 4.275
H -0.153 2.578 -1.538
H -0.183 3.423 -2.985
O -0.653 3.016 -2.260
H -3.149 0.479 -1.748
H -3.984 -0.427 -0.964
O -3.037 -0.230 -1.066
H 3.189 -0.131 -2.115
H 2.011 0.622 -1.460
O 2.940 0.396 -1.347
H 3.357 -0.756 1.683
H 2.651 -1.840 2.258
O 3.278 -1.161 2.569
H -0.294 1.100 4.105
H 0.386 2.430 4.512
O -0.334 2.049 4.009
H -3.442 -3.457 -0.815
H -3.030 -2.482 -1.718
O -3.130 -3.459 -1.738
H -2.740 2.204 1.906
H -1.993 1.359 0.794
O -2.563 2.112 0.968
H -2.555 1.567 -3.976
H -1.740 1.619 -2.655
O -2.294 1.036 -3.220
H 1.832 -2.319 -3.194
H 1.196 -3.566 -3.757
O 1.944 -2.973 -3.892
H 0.712 -2.726 -0.668
H 1.934 -3.592 -0.501
O 1.452 -2.886 -0.054
```

Results
HOMO energy, eV: -9.065
Relative energy (zero: lowest compared OMol25 entry of this formula, charge and spin), kcal per mole: 27.0
Largest force on an atom, eV/Å: 2.1
Net charge: 0

Question: Look up the net charge of the second one.
Answer: 0

Repeat the second record exactly.
Computed, not measured: a cluster of 13 separate species, C4H36N2O12 in total at a distorted geometry, with wB97M-V/def2-TZVPD.

Geometry as XYZ:
```
54
C4H36N2O12 wB97M-V/def2-TZVPD
C -0.308 -1.002 1.179
C 0.254 0.024 0.161
C 0.860 1.225 0.894
C 1.222 3.618 0.636
N 0.352 2.484 0.343
N -1.475 -1.806 0.775
H 0.425 -1.744 1.428
H -0.434 -0.500 2.202
H -0.455 0.373 -0.615
H 1.088 -0.558 -0.317
H 0.678 1.093 1.958
H 1.952 1.209 0.706
H 2.157 3.432 0.073
H 1.463 3.745 1.745
H 0.679 4.552 0.518
H -0.602 2.699 0.692
H -2.039 -1.245 0.132
H -1.101 -2.560 0.212
H -0.785 -2.868 -2.885
H -1.264 -3.734 -1.585
O -0.549 -3.280 -2.052
H 1.799 -0.141 4.790
H 2.550 0.335 3.600
O 1.927 0.663 4.275
H -0.153 2.578 -1.538
H -0.183 3.423 -2.985
O -0.653 3.016 -2.260
H -3.149 0.479 -1.748
H -3.984 -0.427 -0.964
O -3.037 -0.230 -1.066
H 3.189 -0.131 -2.115
H 2.011 0.622 -1.460
O 2.940 0.396 -1.347
H 3.357 -0.756 1.683
H 2.651 -1.840 2.258
O 3.278 -1.161 2.569
H -0.294 1.100 4.105
H 0.386 2.430 4.512
O -0.334 2.049 4.009
H -3.442 -3.457 -0.815
H -3.030 -2.482 -1.718
O -3.130 -3.459 -1.738
H -2.740 2.204 1.906
H -1.993 1.359 0.794
O -2.563 2.112 0.968
H -2.555 1.567 -3.976
H -1.740 1.619 -2.655
O -2.294 1.036 -3.220
H 1.832 -2.319 -3.194
H 1.196 -3.566 -3.757
O 1.944 -2.973 -3.892
H 0.712 -2.726 -0.668
H 1.934 -3.592 -0.501
O 1.452 -2.886 -0.054
```

Results
HOMO energy, eV: -9.065
Relative energy (zero: lowest compared OMol25 entry of this formula, charge and spin), kcal per mole: 27.0
Largest force on an atom, eV/Å: 2.1
Net charge: 0

Repeat the second record exactly.
Computed, not measured: a cluster of 13 separate species, C4H36N2O12 in total at a distorted geometry, with wB97M-V/def2-TZVPD.

Geometry as XYZ:
```
54
C4H36N2O12 wB97M-V/def2-TZVPD
C -0.308 -1.002 1.179
C 0.254 0.024 0.161
C 0.860 1.225 0.894
C 1.222 3.618 0.636
N 0.352 2.484 0.343
N -1.475 -1.806 0.775
H 0.425 -1.744 1.428
H -0.434 -0.500 2.202
H -0.455 0.373 -0.615
H 1.088 -0.558 -0.317
H 0.678 1.093 1.958
H 1.952 1.209 0.706
H 2.157 3.432 0.073
H 1.463 3.745 1.745
H 0.679 4.552 0.518
H -0.602 2.699 0.692
H -2.039 -1.245 0.132
H -1.101 -2.560 0.212
H -0.785 -2.868 -2.885
H -1.264 -3.734 -1.585
O -0.549 -3.280 -2.052
H 1.799 -0.141 4.790
H 2.550 0.335 3.600
O 1.927 0.663 4.275
H -0.153 2.578 -1.538
H -0.183 3.423 -2.985
O -0.653 3.016 -2.260
H -3.149 0.479 -1.748
H -3.984 -0.427 -0.964
O -3.037 -0.230 -1.066
H 3.189 -0.131 -2.115
H 2.011 0.622 -1.460
O 2.940 0.396 -1.347
H 3.357 -0.756 1.683
H 2.651 -1.840 2.258
O 3.278 -1.161 2.569
H -0.294 1.100 4.105
H 0.386 2.430 4.512
O -0.334 2.049 4.009
H -3.442 -3.457 -0.815
H -3.030 -2.482 -1.718
O -3.130 -3.459 -1.738
H -2.740 2.204 1.906
H -1.993 1.359 0.794
O -2.563 2.112 0.968
H -2.555 1.567 -3.976
H -1.740 1.619 -2.655
O -2.294 1.036 -3.220
H 1.832 -2.319 -3.194
H 1.196 -3.566 -3.757
O 1.944 -2.973 -3.892
H 0.712 -2.726 -0.668
H 1.934 -3.592 -0.501
O 1.452 -2.886 -0.054
```

Results
HOMO energy, eV: -9.065
Relative energy (zero: lowest compared OMol25 entry of this formula, charge and spin), kcal per mole: 27.0
Largest force on an atom, eV/Å: 2.1
Net charge: 0